(1)
Here is a structure of composition C4H6O2 from OMol25. Energies are from wB97M-V/def2-TZVPD.

Summary:
* LUMO energy: 0.42 eV
* HOMO level: -8.88 eV
* frontier orbital gap: 9.297 eV
* F_max: 0.7 eV Å⁻¹

```
12
Properties=species:S:1:pos:R:3:forces:R:3
C 1.2612 -0.7762 -0.9779 0.1 0.0 0.1
C 0.0056 -0.0028 -0.7471 0.2 0.2 -0.3
C -0.7146 0.0995 1.4287 -0.1 0.2 0.3
C -1.2442 1.1677 0.7297 -0.6 0.1 0.2
O -2.1623 1.8582 0.4958 0.5 -0.4 0.1
O 0.0520 1.2327 -0.5053 0.2 -0.1 -0.3
H 2.1038 -0.3128 -0.4595 -0.1 -0.1 -0.1
H 1.4648 -0.7550 -2.0560 0.0 0.0 0.1
H 1.1518 -1.8209 -0.6774 0.0 0.1 0.0
H -0.9353 -0.4778 -1.0480 0.1 0.1 0.0
H -1.3377 -0.2584 2.2414 0.0 0.0 0.0
H 0.3549 0.0459 1.5754 -0.2 0.0 -0.1
```
Positions in Å, forces in eV/Å.


(2)
Here is the molecule C4H5N3 in a non-equilibrium geometry from OMol25. Energies are from wB97M-V/def2-TZVPD.

Summary:
* LUMO energy: 0.59 eV
* HOMO level: -10.30 eV
* frontier orbital gap: 10.894 eV
* F_max: 1.2 eV Å⁻¹

```
12
Properties=species:S:1:pos:R:3:forces:R:3
C 0.5568 -0.4339 -1.5323 -0.4 0.0 0.3
N 0.5693 0.4327 -0.3482 0.5 0.4 -0.2
C 0.0223 -0.0433 0.8911 -0.1 -0.1 0.2
C 0.1047 1.0349 1.9054 -0.1 0.7 0.7
N 0.1500 1.8815 2.6907 0.0 -0.9 -0.8
C -1.3898 -0.5158 0.7455 -1.0 -0.4 -0.4
N -2.4371 -0.9091 0.4501 1.1 0.4 0.4
H 1.5423 -0.8652 -1.7452 -0.2 0.1 0.2
H 0.2526 0.1827 -2.3802 0.1 -0.2 0.0
H -0.1878 -1.2371 -1.4237 0.2 0.1 -0.1
H 0.2114 1.3552 -0.5493 0.0 -0.1 0.0
H 0.6054 -0.8825 1.2963 -0.1 0.1 -0.2
```
Positions in Å, forces in eV/Å.


(3)
Here is a structure of composition C5H10N2 in a non-equilibrium geometry from OMol25. Energies are from wB97M-V/def2-TZVPD.

Summary:
* LUMO energy (spin up / spin down): -0.06 / -0.21 eV
* HOMO level (spin up / spin down): -7.35 / -7.20 eV
* frontier orbital gap (spin up / spin down): 7.293 / 6.998 eV
* F_max: 2.8 eV Å⁻¹

```
17
Properties=species:S:1:pos:R:3:forces:R:3
C 0.6293 -0.8605 0.8903 0.6 1.1 -0.5
C -0.4701 -1.5934 0.2569 -0.6 0.4 -1.5
C -0.1791 1.5538 0.8131 0.0 -0.2 -0.1
C 1.1132 0.7077 -1.0041 -0.9 -0.8 -0.2
N 0.7982 0.5971 0.2909 -0.4 -0.5 0.8
C -1.3549 -0.6622 -1.2684 2.0 0.0 1.9
N -2.4854 -0.6011 -1.5249 -0.7 0.0 -0.5
H 1.6100 -1.3128 0.7275 0.0 0.0 0.0
H 0.4846 -0.6799 1.9555 0.0 -0.1 -0.1
H -1.3209 -1.8363 0.8765 -0.1 0.1 -0.1
H -0.1676 -2.3932 -0.4111 -0.1 -0.1 0.2
H 0.0951 2.5549 0.4824 0.0 0.0 0.0
H -0.2845 -0.0338 -1.5936 0.2 -0.1 0.1
H 0.9831 1.6644 -1.4988 -0.1 -0.1 0.2
H -1.1912 1.3327 0.4582 0.0 0.0 0.0
H -0.1655 1.5111 1.9034 0.0 0.1 -0.1
H 1.9057 0.0514 -1.3536 -0.1 0.0 -0.1
```
Positions in Å, forces in eV/Å.


(4)
Here is a cluster of 6 separate species, C19H50FO24P5 in total in a non-equilibrium geometry from OMol25. Energies are from wB97M-V/def2-TZVPD.

Summary:
* LUMO energy: -3.04 eV
* HOMO level: -8.83 eV
* frontier orbital gap: 5.791 eV
* F_max: 9.6 eV Å⁻¹

```
99
Properties=species:S:1:pos:R:3:forces:R:3
C -0.6891 -5.0685 -3.6930 -1.7 0.3 0.5
O 0.5599 -5.7482 -3.3616 0.4 -1.5 -2.7
C 1.3414 -6.0195 -4.5150 3.3 4.2 -1.3
O 2.1448 -5.1200 -4.9006 -3.3 -4.0 1.6
O 1.3433 -7.2379 -5.2510 -1.7 1.5 1.5
C 0.0612 -7.5058 -5.8734 0.3 -1.1 -0.6
C -0.0825 -6.6150 -7.2023 -2.7 2.3 -0.7
O -1.1044 -5.9398 -7.4318 4.7 -3.0 0.6
F 1.0424 -6.6009 -8.1007 -2.7 -0.3 2.4
H -0.8831 -5.0250 -4.8173 0.4 0.1 1.6
H -1.5419 -5.6762 -3.1955 1.4 1.0 -0.9
H -0.7206 -4.0132 -3.2173 0.4 -1.7 -0.9
H -0.7957 -7.3712 -5.1323 1.0 0.3 -1.4
H 0.0527 -8.6260 -6.1680 0.2 1.9 0.3
C 4.1805 -0.9097 -0.3081 0.0 -0.7 0.2
O 3.5338 -0.1402 -1.3101 -0.6 1.9 -3.3
P 1.8181 -0.1599 -1.4093 -0.2 -4.1 8.7
O 1.6895 0.3071 0.0395 0.1 1.0 -1.4
O 1.8069 -1.8026 -1.4714 -0.4 0.9 -0.9
C 2.4683 -2.4515 -2.5501 0.0 -0.4 -0.3
O 0.1066 -0.1530 -1.5880 1.6 0.7 -3.2
C -0.4639 1.1470 -1.7116 -0.3 0.5 0.1
H 4.8652 -0.2575 0.2389 -0.2 0.1 -0.1
H 3.4850 -1.3698 0.3954 0.0 0.2 -0.1
H 4.7673 -1.6952 -0.7912 0.0 0.0 0.0
H 3.1597 -3.1878 -2.1402 0.0 0.0 0.0
H 3.0264 -1.7514 -3.1751 0.1 -0.1 0.0
H 1.7279 -2.9675 -3.1630 0.1 0.0 0.0
H -0.0408 1.6587 -2.5790 -0.3 0.1 0.0
H -0.2842 1.7363 -0.8100 0.1 -0.1 0.0
H -1.5404 1.0407 -1.8547 0.1 -0.2 0.0
C -1.3143 4.1269 -7.3959 -0.1 0.7 0.0
O -0.1869 3.2593 -7.4454 2.6 -2.4 -1.3
P 1.0798 3.4778 -6.3109 -5.9 5.9 4.8
O 0.1170 3.3275 -5.1381 0.9 -1.3 -0.4
O 1.2195 5.0625 -6.7254 0.9 -1.0 -0.1
C 1.5511 5.3924 -8.0672 0.2 0.3 -0.3
O 2.4270 3.6611 -5.2565 0.9 -1.7 -3.0
C 2.8555 2.4507 -4.6450 0.3 -0.3 0.3
H -2.2181 3.5145 -7.3592 0.2 -0.1 0.0
H -1.3024 4.7993 -6.5369 0.1 -0.2 0.0
H -1.3416 4.7228 -8.3116 0.0 0.0 0.0
H 0.8130 6.1016 -8.4420 0.0 0.0 0.0
H 1.5625 4.5164 -8.7187 -0.1 0.1 0.0
H 2.5345 5.8653 -8.0847 0.0 0.0 0.0
H 3.1315 1.7249 -5.4127 0.1 -0.1 0.2
H 2.0667 2.0375 -4.0112 -0.1 0.0 -0.1
H 3.7294 2.6625 -4.0274 -0.1 0.1 -0.1
C 0.6795 0.6724 2.7229 0.3 0.5 -0.6
O 0.9657 0.4732 4.1023 1.5 -1.1 3.6
P 0.6087 1.7243 5.2239 -5.4 4.1 -6.7
O -0.8639 1.7625 4.8199 0.8 -0.9 1.2
O 1.4663 2.8139 4.3381 0.3 -0.4 1.1
C 2.8467 2.5733 4.1095 0.3 0.2 -0.1
O 0.3678 2.9284 6.4293 2.6 -2.3 0.9
C -0.2969 2.4589 7.5982 -0.3 -0.1 0.5
H 0.0843 -0.1720 2.3678 0.0 0.0 0.3
H 0.1389 1.5994 2.5263 0.0 -0.1 0.2
H 1.6177 0.6863 2.1679 -0.1 0.0 0.1
H 3.0359 2.6332 3.0374 0.0 0.0 0.0
H 3.1615 1.5919 4.4699 0.0 0.0 -0.1
H 3.4309 3.3452 4.6141 0.0 0.0 0.0
H 0.2772 1.6476 8.0506 -0.2 0.1 0.3
H -1.3037 2.1110 7.3579 0.1 0.0 -0.1
H -0.3691 3.2815 8.3113 0.1 0.0 -0.2
C -8.1550 1.0798 -4.0693 -0.2 -0.5 -0.4
O -6.9473 1.3338 -3.3691 2.6 0.2 2.6
P -5.4675 1.3999 -4.2407 -4.9 0.7 -8.2
O -5.9812 2.5035 -5.1632 0.8 0.1 1.5
O -5.7533 -0.0756 -4.9109 0.9 0.3 0.8
C -5.9069 -1.1973 -4.0539 0.0 -0.4 0.0
O -3.9191 1.4158 -4.9909 0.1 -0.9 3.5
C -3.1083 2.5329 -4.6356 0.4 0.4 -0.1
H -8.8750 1.8586 -3.8080 0.2 0.1 0.1
H -8.0269 1.0590 -5.1524 0.1 0.1 0.1
H -8.5565 0.1173 -3.7413 0.0 0.0 0.0
H -6.8409 -1.7002 -4.3053 0.0 0.0 0.0
H -5.9307 -0.9134 -2.9999 -0.1 -0.1 0.0
H -5.0787 -1.8886 -4.2206 0.0 0.0 0.0
H -2.9530 2.5489 -3.5548 0.2 0.1 -0.1
H -3.5746 3.4670 -4.9562 -0.1 -0.1 0.1
H -2.1419 2.4332 -5.1318 -0.1 -0.1 0.1
C 3.5311 0.6098 11.3623 -0.1 0.5 0.5
O 3.1690 -0.7370 11.0983 0.1 -3.7 -0.5
P 1.5371 -1.2279 11.3193 -2.5 9.2 0.5
O 1.0160 -0.1660 10.3533 0.5 -1.6 -0.4
O 1.5394 -0.6420 12.8561 -0.1 -1.2 -0.4
C 2.4695 -1.1729 13.7893 0.1 -0.1 0.4
O -0.0475 -1.8435 11.5854 2.5 -2.6 0.2
C -0.5630 -2.6171 10.5065 -0.3 -0.2 -0.4
H 4.0553 1.0032 10.4883 -0.1 -0.2 0.0
H 2.6754 1.2487 11.5844 0.0 -0.2 -0.1
H 4.2183 0.6296 12.2121 0.0 0.0 0.0
H 3.0195 -0.3460 14.2389 0.0 0.0 0.0
H 3.1801 -1.8578 13.3223 0.0 0.1 0.1
H 1.9246 -1.7011 14.5736 0.0 0.0 0.0
H 0.0929 -3.4683 10.3126 -0.2 -0.1 -0.1
H -0.6572 -2.0092 9.6043 0.1 0.0 0.1
H -1.5500 -2.9880 10.7864 0.1 0.1 0.1
```
Positions in Å, forces in eV/Å.


(5)
Here is a structure of composition H8NaO4 from OMol25. Energies are from wB97M-V/def2-TZVPD.

Summary:
* LUMO energy: -3.41 eV
* HOMO level: -15.82 eV
* frontier orbital gap: 12.403 eV
* charge: +1
* F_max: 0.6 eV Å⁻¹

```
13
Properties=species:S:1:pos:R:3:forces:R:3
Na 0.0863 0.0374 0.6535 0.1 -0.2 -0.1
O 2.0464 -0.9102 -0.2740 0.0 0.0 0.0
H 2.9567 -0.6218 -0.1246 -0.2 0.0 -0.1
H 2.1130 -1.7098 -0.8125 0.0 0.1 0.1
O 0.8717 2.2542 -0.5191 -0.3 -0.3 -0.4
H 1.5610 2.6966 -1.0349 0.0 0.0 0.3
H 0.2613 1.9602 -1.2100 0.1 0.2 0.0
O -1.9487 1.1214 0.2317 -0.1 0.2 -0.1
H -1.9702 1.8640 -0.3880 0.0 -0.1 0.2
H -2.8039 1.1718 0.6805 0.2 -0.1 0.0
O -0.8946 -2.2733 0.8629 0.0 0.1 0.0
H -0.4539 -3.0766 1.1693 -0.1 0.1 0.0
H -1.8251 -2.5140 0.7652 0.2 0.0 0.0
```
Positions in Å, forces in eV/Å.


(6)
Here is a cluster of 3 separate species, C4H10O3 in total in a non-equilibrium geometry from OMol25. Energies are from wB97M-V/def2-TZVPD.

Summary:
* LUMO energy: 0.64 eV
* HOMO level: -8.75 eV
* frontier orbital gap: 9.389 eV
* F_max: 6.3 eV Å⁻¹

```
17
Properties=species:S:1:pos:R:3:forces:R:3
C -1.3027 1.7884 -1.1894 -1.3 -0.3 -4.2
C -0.2792 1.2652 -0.5653 1.4 -0.1 -2.6
C -0.2253 1.2661 0.8280 1.7 -3.2 1.7
C -0.1802 2.2687 1.6527 -1.5 5.2 -3.2
O 0.1545 0.0110 1.2968 -0.6 -2.1 0.2
H -2.2877 2.1329 -0.9199 0.3 0.2 1.5
H -1.3848 1.7314 -2.3169 0.8 0.0 1.1
H 0.6381 0.7645 -1.0942 -2.2 1.1 0.9
H -0.2612 2.3092 2.6616 0.3 -0.6 2.9
H -0.3596 3.3768 1.1736 0.5 -3.0 1.0
H -0.1214 -0.8481 0.8084 0.4 2.7 0.7
O -0.1931 -4.0714 1.3514 -0.5 2.9 -1.0
H 0.1939 -4.6163 0.7065 0.7 -1.3 -0.9
H -0.3467 -4.5153 2.1410 -0.2 -1.5 1.9
O 1.8850 -1.1190 -1.8406 -0.2 -2.9 0.2
H 2.0860 -1.5192 -2.6942 0.0 -0.2 0.1
H 1.9843 -0.2251 -1.9996 0.4 2.9 -0.4
```
Positions in Å, forces in eV/Å.


Across the entries above, relative energy (zero: lowest compared OMol25 entry of this formula, charge and spin) takes the values 2.901, 2.009, 4.855, 19.775, 0.181, 3.668 eV, respectively.